ORCA calculation (ωB97M-V with the def2-TZVPD basis set) on 11 unconnected molecules or ions with the total composition C26H57FIN13O28P.

XYZ file:
```
127
Properties=species:S:1:pos:R:3:lowdin_charge:R:1
C 1.84 1.69 0.54 -0.045
O 0.87 1.09 -0.32 -0.211
C 1.29 -0.06 -0.99 -0.158
C 0.62 -0.01 -2.35 -0.328
C 1.63 0.55 -3.37 -0.022
C 2.23 1.83 -2.89 -0.421
O 3.37 1.96 -2.53 0.182
F 1.39 2.88 -2.93 0.133
N -0.55 0.92 -2.32 0.184
C -1.85 0.40 -1.74 -0.290
C -2.88 0.78 -2.84 -0.236
N -4.23 0.88 -2.38 0.085
C -2.12 1.22 -0.48 -0.178
C -2.41 2.73 -0.75 -0.052
C -1.65 3.58 0.24 -0.466
O -1.05 4.58 -0.10 0.131
O -1.68 3.15 1.55 0.073
C -1.87 -1.15 -1.44 -0.570
I -1.28 -1.55 0.69 1.296
N -3.18 -1.74 -1.66 0.021
C -3.27 -2.78 -2.67 -0.424
C -3.88 -2.37 -4.00 0.028
O -2.99 -3.93 -2.48 0.145
C -4.07 -1.90 -0.54 -0.509
C -4.44 -3.30 -0.12 0.011
O -4.56 -0.93 0.02 0.071
O -0.92 -1.93 -2.12 -0.142
C 0.14 -1.36 -2.87 -0.303
P -0.23 -1.42 -4.69 0.805
O 0.99 -1.45 -5.51 -0.402
H 2.72 2.04 0.02 0.099
H 2.12 1.03 1.35 0.074
H 1.37 2.55 0.98 0.063
H 2.37 -0.06 -1.12 0.133
H 1.08 -0.98 -0.45 0.067
H 2.42 -0.18 -3.49 0.120
H 1.17 0.78 -4.32 0.125
H -0.23 1.77 -1.84 0.161
H -0.72 1.21 -3.28 0.142
H -2.77 0.04 -3.63 0.089
H -2.59 1.72 -3.27 0.073
H -4.89 0.45 -3.01 0.079
H -4.50 1.83 -2.22 0.082
H -1.24 1.21 0.14 0.050
H -2.96 0.82 0.05 0.092
H -2.08 3.07 -1.72 0.118
H -3.46 2.92 -0.57 0.133
H -0.79 2.83 1.77 0.092
H -3.24 -2.62 -4.82 0.071
H -4.77 -2.98 -4.10 0.102
H -4.22 -1.34 -4.01 0.055
H -5.04 -3.25 0.77 0.069
H -5.03 -3.72 -0.93 0.097
H -3.55 -3.90 -0.02 0.080
H 0.99 -2.03 -2.80 0.160
H -1.03 -0.32 -5.06 0.023
H -0.93 -2.64 -4.81 0.045
C -0.17 0.44 4.94 0.040
N 0.33 -0.30 3.75 -0.417
O 1.19 0.23 3.08 0.047
O -0.15 -1.38 3.51 -0.052
H 0.36 1.38 5.01 0.067
H -1.24 0.60 4.80 0.120
H 0.01 -0.18 5.82 0.047
C 2.47 4.26 4.84 0.087
N 1.93 3.87 3.51 -0.365
O 0.75 4.05 3.30 -0.043
O 2.71 3.38 2.72 0.083
H 1.66 4.67 5.43 0.092
H 2.87 3.36 5.30 0.079
H 3.25 4.99 4.67 0.113
C -0.84 5.44 3.99 0.033
N -1.02 4.57 5.19 -0.407
O -1.60 5.02 6.14 0.098
O -0.55 3.45 5.11 0.020
H -1.30 6.40 4.20 0.103
H 0.23 5.54 3.82 0.078
H -1.32 4.94 3.15 0.087
C 2.63 -4.02 -7.02 0.039
N 3.08 -5.41 -6.70 -0.460
O 2.52 -5.98 -5.79 0.063
O 3.96 -5.87 -7.38 0.070
H 1.85 -3.74 -6.33 0.061
H 3.49 -3.37 -6.90 0.102
H 2.28 -4.02 -8.04 0.101
C -3.41 2.38 -7.22 0.067
N -3.00 2.44 -5.79 -0.425
O -3.84 2.71 -4.96 0.083
O -1.82 2.23 -5.55 0.032
H -4.47 2.60 -7.28 0.101
H -2.83 3.13 -7.76 0.109
H -3.19 1.39 -7.58 0.105
C 5.92 -0.29 -2.58 0.056
N 4.92 -1.31 -2.15 -0.437
O 4.90 -1.64 -0.99 0.087
O 4.16 -1.74 -3.01 0.026
H 6.51 0.01 -1.72 0.058
H 6.54 -0.73 -3.35 0.110
H 5.35 0.55 -2.98 0.080
C 2.08 -0.46 6.51 0.014
N 2.56 0.95 6.64 -0.425
O 1.79 1.78 7.08 0.070
O 3.69 1.19 6.28 0.075
H 1.07 -0.51 6.86 0.063
H 2.15 -0.72 5.46 0.101
H 2.74 -1.08 7.10 0.102
C 9.92 0.26 0.84 0.055
N 9.02 0.06 -0.33 -0.438
O 7.82 0.23 -0.16 0.047
O 9.53 -0.25 -1.37 0.082
H 9.31 0.54 1.70 0.095
H 10.43 -0.67 1.01 0.104
H 10.62 1.05 0.58 0.103
C -0.27 -4.46 7.24 0.065
N 0.55 -3.31 6.77 -0.412
O 0.04 -2.51 6.01 0.051
O 1.69 -3.24 7.19 0.077
H -1.25 -4.38 6.78 0.098
H 0.25 -5.36 6.92 0.106
H -0.32 -4.40 8.32 0.106
C -7.89 -2.42 3.24 0.048
N -7.49 -3.86 3.29 -0.456
O -8.00 -4.56 4.13 0.085
O -6.68 -4.23 2.47 0.049
H -8.62 -2.24 4.02 0.094
H -6.99 -1.83 3.39 0.099
H -8.31 -2.24 2.26 0.100
```

LUMO   -2.92 eV
Net charge   +1
Orbital gap   8.73 eV
2S+1   1
Energy   -4581.09625 hartree
Strongest force on any atom   0.068 Eh/bohr